C39H55CrFN2O5 as an isolated structure in a non-equilibrium geometry. Source: OMol25; level of theory: the ωB97M-V functional and the def2-TZVPD basis.

The geometry in ORCA input format:
```
! RIJCOSX wB97M-V def2-TZVPD def2/J DEFGRID3
* xyz -2 5
H -1.899 3.741 2.326
H -0.209 -0.833 6.687
C 4.711 0.401 -1.984
C 3.709 -1.951 4.823
C -2.268 -0.549 4.801
C -0.039 -0.183 3.808
C -2.366 -1.804 0.316
H -2.610 1.897 -5.079
C -5.796 -3.117 -0.938
H 0.651 0.641 6.238
H -2.693 -0.824 -5.452
C -0.994 0.277 4.860
H -1.415 -2.287 0.052
H -1.135 -1.680 -4.982
H -1.164 5.556 -0.108
H 4.567 -2.601 5.040
C -0.417 -0.059 2.471
C 0.397 3.212 -0.307
C 0.499 -0.135 -1.076
C -5.406 -3.792 -2.029
H -1.793 4.521 -1.430
H -2.742 -0.422 3.832
H -2.308 -1.154 -3.656
C -1.004 3.346 0.271
H -0.404 2.371 4.834
H -2.540 -2.006 1.390
F -6.303 -4.486 -2.775
C -0.358 0.180 6.288
H 2.581 -0.015 -0.614
H -1.369 2.540 -4.028
H -5.132 -1.987 0.729
H 3.004 -3.533 1.792
C -0.940 3.578 1.812
C -0.498 0.039 -2.096
C -1.676 4.592 -0.380
H -6.817 -3.060 -0.633
C 4.468 -1.318 2.576
C -4.812 -2.498 -0.155
H -0.912 0.731 7.086
C -3.448 -2.388 -0.508
Cr -2.087 0.333 0.182
C 0.414 -0.487 1.387
H -0.276 4.397 1.971
O -1.577 0.346 2.162
H -1.112 0.812 -6.638
C -1.072 0.445 -4.524
C 2.274 0.247 -2.695
H 2.348 -1.433 0.946
H -3.046 -0.292 5.514
O -5.686 2.035 -0.180
H 5.111 -0.691 -4.401
H -1.714 2.084 3.800
C 2.039 -1.224 3.062
H 0.241 -0.222 -6.179
C 1.703 -1.052 1.738
C 1.295 0.458 -3.634
C 3.755 0.363 -3.162
H 4.031 -1.709 -3.493
H 4.048 -4.078 3.088
H 3.917 -0.894 5.163
H 3.737 2.639 -3.512
H -1.967 2.056 5.544
C -4.075 -3.747 -2.420
H -2.075 -1.642 4.856
C -1.308 1.790 4.760
H -0.417 2.755 2.278
C 1.198 -0.743 4.114
O -1.772 2.273 -0.090
H -2.126 -2.822 -2.093
H 4.700 -0.585 -1.432
H 4.649 -0.328 2.924
C 1.856 -0.051 -1.396
H -2.615 1.492 -3.349
C -1.990 1.621 -4.223
H 3.440 1.592 -4.940
H -2.689 4.631 0.053
H 5.053 1.636 -4.221
H 0.937 2.382 0.213
C -3.159 -2.976 -1.731
C 4.096 -0.798 -4.082
H 4.310 -1.199 1.492
H 0.945 4.127 -0.146
C -0.373 0.627 -5.921
H 5.401 -1.872 2.744
H 0.310 1.517 -5.904
H 1.564 -0.926 5.137
C 3.963 1.654 -3.993
C -0.095 0.293 -3.435
H 3.429 -0.968 -4.937
H 1.593 0.722 -4.651
H 0.324 3.084 -1.432
C -1.886 -0.855 -4.673
H 2.930 -2.297 5.515
H 2.265 -3.852 3.348
C 3.326 -2.027 3.367
H 5.692 0.683 -2.293
H 4.396 1.177 -1.266
H -3.804 -4.218 -3.393
O -4.159 0.757 0.448
N -0.048 -0.206 0.211
C 3.138 -3.450 2.863
N -4.636 1.552 -0.446
O -1.780 0.127 -1.794
*
```

Calculated values
energy above the lowest of the compared OMol25 structures with the same formula, charge and spin: 109.76 kJ/mol
lowest unoccupied orbital energy (alpha / beta): 4.00 / 3.81 eV
calculated total energy: -85692.5043 eV
Kohn-Sham gap (alpha / beta): 5.3 / 5.7 eV